No. 1
# C5H9NO3

A cluster of 2 separate species, C5H9NO3 in total in a non-equilibrium geometry (ωB97M-V/def2-TZVPD, the Open Molecules 2025 dataset).

Structure (XYZ):
```
18
Properties=species:S:1:pos:R:3:forces:R:3:mulliken_charge:R:1
H -2.254201 -0.779116 0.958386 -0.2618 0.8281 0.6092 0.39
C 0.618628 -0.628712 -2.730895 -0.3800 -0.9240 -1.3374 0.80
H -1.802109 1.564839 0.574300 1.3008 1.4250 0.0863 0.29
O 1.211662 0.272379 -3.132594 0.6075 1.0500 0.3418 -0.38
H -0.090728 0.175257 2.004756 -0.6625 0.5321 0.7375 0.27
C -1.285172 -0.660774 0.503707 2.2580 -3.2240 -0.2274 -1.36
C -0.670299 1.760299 0.612763 -2.6093 0.9372 -0.0495 -1.17
C -0.256272 0.385434 0.955094 0.1473 -1.6913 1.4382 0.61
H -1.456689 -0.676813 -0.591500 0.3039 0.0113 0.4978 0.28
O 1.974112 -2.078210 0.009858 -1.0222 1.7610 0.8802 -0.37
H -0.449111 2.658621 1.267169 0.0324 -1.3431 -0.7053 0.31
H 1.193086 0.117641 -0.595501 0.4639 0.3677 -1.0036 0.14
C 1.107899 -0.001587 0.456990 1.1316 0.7602 0.1029 -0.50
H -0.722738 -1.691440 0.825880 -1.6550 2.0201 -1.1659 0.38
H 1.892650 0.612090 1.011377 -0.7732 -0.7046 -0.8112 0.30
O 0.000276 -1.580946 -2.518572 -0.2268 -0.2277 0.7533 -0.36
N 1.375105 -1.375328 0.812293 1.2741 -2.1004 -0.0316 0.06
H -0.386099 1.926366 -0.423509 0.0712 0.5225 -0.1155 0.31
```
Forces are in eV/Å.

Calculated values
**Gap between HOMO and LUMO**: 9.107 eV
**Structure (SMILES)**: CC(C)CN=O.O=C=O
**E**: -12960.8610 eV
**Relative energy (zero: lowest compared OMol25 entry of this formula, charge and spin)**: 3.8453 eV
**Multiplicity**: 1
**Net charge**: 0
**HOMO**: -9.23 eV

---

No. 2
# C24H71N5O9

A cluster of 9 separate species, C24H71N5O9 in total in a non-equilibrium geometry (ωB97M-V/def2-TZVPD, the Open Molecules 2025 dataset).

Structure (XYZ):
```
109
Properties=species:S:1:pos:R:3:forces:R:3:mulliken_charge:R:1
N 3.308854 -1.361381 4.059816 -0.4231 0.2084 -0.0905 -0.78
H 1.323753 -3.753342 3.931424 -0.0277 -0.2338 -0.0267 0.15
H -2.823131 -1.630480 0.367437 0.1485 -0.3454 -0.2655 0.39
N -2.492040 3.212489 -0.445227 -0.1404 0.5121 0.0005 -0.54
H -4.163988 -0.931926 -3.447451 0.0598 -0.1591 -0.1313 0.31
H 3.136386 -3.623300 -3.781802 -0.1765 0.1338 0.3860 0.32
N 4.251722 -2.479810 -5.098182 -0.1911 0.8719 0.0391 -0.68
H 0.340968 -2.701867 -1.476894 0.4004 0.3041 0.2552 0.07
C -3.523217 -0.255076 -4.010173 0.1254 0.0478 -0.1748 -1.82
O 2.852160 2.373211 -4.429649 -0.5699 -0.1919 0.3785 -0.56
H -0.001589 -2.576235 -3.129465 0.3182 0.1772 -0.4160 0.36
H 4.674516 -3.345898 -5.392296 -0.0545 -0.0384 -0.1209 0.26
O 1.736310 -1.562494 -2.495769 0.0242 -0.2401 -0.1782 0.23
H 4.129518 -2.656312 -1.718854 -0.0623 0.0953 0.0085 0.19
H -4.999247 3.898442 -1.253772 0.0202 0.0833 -0.0282 0.46
H 0.213573 -1.669126 4.763444 0.6018 0.1360 0.2288 0.06
O -0.187188 1.538323 0.157811 0.0899 0.3526 -0.2065 -0.23
O -1.085547 -2.439957 3.277940 1.4239 -4.3547 -0.5170 -0.25
H -2.701543 1.090824 1.056549 -0.1196 0.9495 0.6677 -0.63
C -7.171387 3.530566 0.271527 0.4314 0.0850 -0.0824 -0.78
H -0.246217 -4.915926 6.308635 -0.0603 0.2673 0.0144 0.36
H 0.338120 1.705932 0.958371 0.2505 -0.2678 -0.3135 0.12
C 2.477223 -1.561849 -3.698612 0.4063 0.5526 -0.0647 -0.98
C 3.149819 2.543509 1.976563 0.6088 -0.0603 0.4377 -0.55
H 3.702674 -2.037747 1.642828 0.0004 -0.0856 0.0391 0.43
C -0.430674 -2.475313 2.028128 0.9062 -0.0867 -0.6002 -0.11
H -3.720665 1.712488 -1.078866 -0.7819 0.4587 0.4576 -0.99
O -2.112831 -1.171279 -1.526596 0.7921 -1.0265 -0.2855 -0.44
C 3.574981 -2.616181 -3.804556 0.3543 -0.6223 -0.1603 0.66
H -1.706834 2.674942 -0.072645 -0.1946 -0.0369 -0.4257 0.20
C 2.286886 0.702513 3.201989 -0.6102 -0.1657 -0.2826 0.05
H -6.968352 3.968487 1.252257 -0.2527 0.2779 0.0093 0.32
H -1.464844 0.555309 2.729990 -0.4833 0.3433 -0.0921 0.32
H -0.720583 0.700545 4.744046 0.0391 0.0258 0.1329 0.35
H -2.199460 0.006289 0.209711 0.3867 -0.6973 -0.7028 -0.30
H -0.709156 -3.314178 1.381120 -0.2788 -0.1071 0.2794 0.42
H 3.607615 -2.140736 -5.803347 0.1273 -0.3020 -0.1508 0.20
H -2.515239 4.030664 0.162668 -0.1408 0.0373 -0.1825 0.40
H -3.732712 2.313107 1.948504 0.4896 0.2994 -0.0909 0.52
C 0.539113 -3.645973 4.687769 -0.1163 0.8428 0.0571 0.76
C -1.629291 -0.096558 -2.308690 -2.1469 1.0836 0.6849 0.47
C -3.746544 2.444936 -0.271756 1.5724 -0.1920 1.6244 1.43
C 1.436179 2.191587 -4.455191 -0.4254 0.0218 -1.2308 -0.36
H 1.344516 -3.612148 -2.596913 0.0797 0.0343 -0.0547 0.35
H 1.584179 0.885351 -0.801102 0.0622 0.2467 0.0514 0.53
H -1.079188 -4.556776 3.495861 -0.0488 0.1549 -0.3829 0.39
H -1.697954 -1.199720 2.865854 -0.9842 2.4325 0.5463 0.51
H 1.331286 0.198107 3.374069 -0.1239 0.1823 -0.1600 -0.32
H -8.131598 3.022121 0.290026 0.1840 -0.4048 0.0283 0.25
N -2.185172 1.755976 -3.833449 0.1349 0.1907 -0.1314 -0.68
C -2.724825 -0.796100 -0.324188 -0.5367 0.5226 -0.0732 -0.23
H 1.514082 -4.679419 6.344583 0.0031 0.2426 -0.0126 0.43
H -3.441256 1.030852 -2.325370 0.2920 -0.0933 -0.6416 0.50
N 0.766425 -2.325216 5.325387 -0.8848 -0.7093 0.0851 -0.57
H 3.120334 3.313487 2.757806 -0.2967 0.1140 -0.1517 0.29
C -4.925669 3.393275 -0.283901 0.2861 -0.5753 -0.4636 -1.07
C 4.602926 -2.494705 -2.690378 -0.1670 -0.3209 0.5682 -1.34
H -3.736135 -0.424249 -0.528130 -0.0095 -0.0348 0.1490 0.47
H 5.374307 -3.263106 -2.771792 -0.0148 0.0145 -0.2009 0.42
H 2.482437 3.585676 -1.095436 -0.2380 0.0711 0.0657 -0.20
H -4.750110 4.161608 0.480769 -0.1202 -0.0001 0.1486 0.44
H 0.198328 -2.341655 6.176184 0.3429 0.0447 0.1256 0.39
C 0.645897 -4.776770 5.695257 0.1862 -0.6386 -0.6393 -1.78
H 5.103997 -1.527031 -2.662447 -0.1337 0.0869 -0.2240 0.30
O -6.096802 2.654472 -0.031371 -0.5744 0.0561 0.0397 -0.32
O -0.799009 -0.220009 4.484881 -0.4539 -0.0370 -0.2638 -0.63
H 2.041232 -1.421730 1.530691 0.1044 0.0478 -0.0998 -0.48
H -0.664499 -1.554594 1.491483 0.0423 -0.0457 0.0166 -0.51
O 3.910331 4.071471 -2.504757 -0.2464 0.1299 -0.0128 -0.60
C 2.828614 4.450810 -1.669809 0.0365 -0.2383 -0.2802 -0.25
C -2.738987 0.640817 -3.067089 0.1693 -0.3584 -0.5509 0.75
C 3.309489 -0.401039 2.948087 0.5823 0.4651 0.2651 0.60
C 0.849733 -2.651327 -2.440066 -0.8318 -0.5972 0.3358 -0.91
C 3.088552 -1.138708 1.651252 -0.1173 -0.0016 -0.3213 -0.67
H -4.419336 0.930655 1.220541 -0.0168 0.0942 -0.2749 0.43
H 0.036800 0.633162 -1.706184 2.0189 0.7129 0.7839 0.64
H 2.978594 -0.588992 -3.738944 -0.0655 0.0461 0.0178 0.13
H 3.522760 3.522781 -3.212950 0.4633 0.1404 0.2671 0.44
H 1.165512 1.135048 -4.496978 0.0475 -0.0816 0.3055 0.07
H 0.887545 2.674141 -3.650835 0.6100 0.0226 0.4349 0.14
H 1.048718 2.642446 -5.375751 -0.0868 -0.0061 0.0004 0.43
H 3.213626 1.715657 -5.029244 0.2693 0.1054 0.0409 0.31
H -1.519835 1.413203 -4.519553 -0.0887 -0.0575 -0.0615 0.28
H 2.430051 -1.876095 3.997752 0.2773 -0.1640 -0.0463 -0.08
H -2.845133 -0.823373 -4.654888 -0.0035 -0.1772 0.1273 0.37
O 2.096305 1.613934 2.117570 -0.1550 -0.1795 -0.0838 -0.18
H 2.005645 4.851500 -2.268904 -0.1492 -0.0183 0.1213 0.29
H 3.383185 -0.536780 0.791425 -0.1475 0.0562 -0.0172 0.36
H 4.289439 0.076154 2.846756 0.1826 -0.2054 0.3913 0.22
H -1.221077 0.657024 -1.617293 -1.6684 -0.4645 -0.7581 -0.91
H -0.824032 -0.421124 -2.968896 -0.1070 -0.3323 -0.1154 0.45
H 0.654822 -2.511937 2.156342 -0.1358 -0.0731 0.0502 0.10
C 0.519594 0.669176 -0.733641 1.1883 -0.5698 1.2749 -0.63
H 0.790258 -5.704872 5.133804 -0.0797 -0.1057 0.1612 0.41
H 4.127961 2.069887 2.104623 -0.0320 -0.1472 -0.2052 0.31
H -1.696441 2.447497 -3.274951 -0.2057 -0.0697 0.2984 0.29
C -3.619063 1.670233 1.073781 -1.4469 -0.1855 -0.2757 -0.95
H 2.497339 1.268843 4.115332 0.2853 -0.0234 0.0720 0.44
C -1.745480 -0.253722 3.402275 -0.4641 1.8724 -0.4087 -0.73
H -4.126166 0.353645 -4.683511 -0.1647 0.0480 0.1602 0.43
H 3.125609 2.984779 0.983888 -0.2155 0.0599 0.0437 -0.04
C -0.858160 -3.620876 4.016703 0.3497 -0.3660 1.6347 -0.91
H 3.141442 -0.894500 4.950701 0.3963 0.1346 -0.0706 0.38
H -2.761440 -0.166772 3.792265 -0.0842 0.3928 -0.0723 0.32
H 1.803464 -1.619199 -4.564643 -0.0807 -0.1543 -0.0179 0.49
H -7.236810 4.309745 -0.493831 -0.0218 0.1765 0.0945 0.31
H 3.129599 5.229883 -0.971491 0.2486 -0.0187 -0.0503 0.34
H -1.543504 -3.523443 4.865513 -0.2010 -0.2240 -0.1341 0.41
H 0.414653 -0.338645 -0.311513 0.2391 -0.1737 -0.3300 -0.20
```
Forces are in eV/Å.

Calculated values
**Gap between HOMO and LUMO**: 9.346 eV
**Structure (SMILES)**: COC[C@H](C)N.COC[C@H](C)N.COC[C@H](C)N.COC[C@H](C)N.COC[C@H](C)N.CO.CO.CO.CO
**E**: -51910.0344 eV
**Relative energy (zero: lowest compared OMol25 entry of this formula, charge and spin)**: 5.7776 eV
**Multiplicity**: 1
**Net charge**: 0
**HOMO**: -8.84 eV